3 unconnected molecules or ions with the total composition C41H40BNO8 in a non-equilibrium geometry. Source: the Open Molecules 2025 dataset; level of theory: ωB97M-V with the def2-TZVPD basis set.

Last column: Löwdin charge in e.
Geometry (Å):
O1 -2.119 1.188 -5.162  0.09
C1 -1.590 1.176 -6.266  -0.28
C2 1.991 -2.096 4.342  -0.20
H1 -1.163 1.247 -1.271  0.11
C3 -0.364 1.206 -8.883  -0.28
B1 5.035 3.519 3.394  -0.39
C4 -4.566 1.191 -1.254  0.01
H2 5.010 0.345 5.845  0.12
O2 3.037 3.407 5.708  -0.03
H3 0.548 1.215 3.777  0.07
C5 2.473 2.414 -6.714  -0.06
H4 -4.611 -3.107 3.367  0.12
C6 -6.351 -1.046 1.284  -0.09
C7 -4.359 -0.228 -8.409  -0.06
H5 -8.863 -2.646 2.940  0.11
O3 -7.109 0.481 -0.331  0.10
H6 2.133 -6.403 1.046  0.08
C8 -5.460 -2.624 2.887  0.01
C9 3.081 -4.450 2.039  -0.25
C10 -2.480 0.305 -9.832  0.01
H7 4.042 -2.820 5.155  0.12
H8 -3.111 2.224 -2.464  0.10
C11 1.868 -0.517 4.716  -0.33
H9 3.275 -5.189 4.192  0.10
H10 4.145 -2.126 3.314  0.10
H11 4.438 2.675 7.044  0.17
H12 3.693 3.978 1.887  0.13
O4 3.104 5.797 6.655  0.02
C12 -2.377 0.078 0.073  0.01
H13 1.531 -2.704 5.261  0.13
H14 0.069 2.080 -4.332  0.12
C13 -4.772 0.291 -0.200  -0.09
H15 -4.342 -0.510 -10.546  0.11
C14 -0.194 1.629 -6.433  -0.08
C15 -3.678 -0.274 0.454  -0.09
O5 3.857 4.248 2.855  0.04
C16 -7.652 -1.400 1.665  0.01
H16 -1.518 -0.352 0.586  0.11
H17 1.572 -0.426 5.853  0.13
H18 6.945 2.850 2.899  0.07
H19 2.136 -3.603 0.034  0.08
C17 3.302 -4.229 3.522  -0.07
H20 -5.370 -0.611 -8.287  0.11
H21 6.353 2.762 5.298  0.17
H22 0.472 -0.388 2.785  0.07
H23 -6.913 -3.753 4.010  0.11
H24 3.757 -2.734 0.574  0.09
C18 -2.175 0.979 -0.974  -0.05
H25 -5.415 1.628 -1.779  0.12
C19 -3.641 0.212 -7.295  0.01
C20 -7.852 -2.369 2.649  -0.06
H26 2.123 -2.348 1.441  0.05
H27 3.721 -6.654 2.143  0.08
N1 6.053 3.004 2.367  0.09
O6 0.146 1.249 -9.996  0.10
C21 -6.148 -0.049 0.213  -0.28
C22 -3.268 1.529 -1.642  -0.05
C23 0.532 0.050 3.882  -0.11
H28 3.317 0.548 6.732  0.13
C24 4.171 2.491 5.905  -0.25
C25 1.744 2.006 -7.832  0.01
H29 3.884 0.022 3.555  0.11
C26 -6.757 -2.988 3.253  -0.06
C27 3.964 0.870 5.782  -0.09
C28 5.316 3.255 5.014  -0.10
C29 -5.257 -1.646 1.906  -0.09
C30 0.535 2.056 -5.316  0.00
C31 3.162 0.420 4.384  -0.15
C32 3.179 -5.965 1.337  -0.12
C33 -3.881 -1.255 1.538  -0.28
H30 6.240 3.853 1.758  0.09
H31 2.432 2.775 -4.589  0.11
O7 5.083 4.635 5.554  -0.04
C34 -3.781 -0.174 -9.677  -0.06
O8 -2.921 -1.743 2.123  0.09
H32 3.891 -5.963 0.395  0.08
C35 1.866 2.448 -5.459  -0.06
C36 3.501 -2.679 4.118  -0.19
H33 -4.101 0.170 -6.309  0.12
C37 3.665 4.730 6.037  -0.20
H34 -0.471 -0.234 4.457  0.10
C38 -1.753 0.734 -8.713  -0.09
H35 1.250 -2.322 3.438  0.10
H36 2.222 1.987 -8.809  0.12
H37 2.729 1.450 3.962  0.11
C39 0.405 1.619 -7.692  -0.09
H38 -2.033 0.340 -10.825  0.12
H39 -8.511 -0.925 1.194  0.12
H40 3.515 2.707 -6.824  0.11
C40 2.746 -3.220 0.973  -0.11
C41 -2.337 0.699 -7.448  -0.09

Values from the calculation:
SMILES string ... CC(C)=CCC[C@H](C)CC[C@@H]1OC(=O)O[C@@H]1B(N)O.O=C1c2ccccc2C(=O)c2ccccc21.O=C1c2ccccc2C(=O)c2ccccc21
HOMO level ... -8.455 eV
2S+1 ... 1
Total charge ... 0

---

A molecular structure, C41H40BrFN5O4RuSSi. Source: the Open Molecules 2025 dataset; level of theory: ωB97M-V with the def2-TZVPD basis set.

Last column: Mulliken spin population.
Geometry (Å):
H1 -1.293 0.304 7.676  0.00
H2 3.939 -1.121 -3.558  0.00
H3 -0.534 -0.195 -7.089  0.00
C1 -2.603 -2.399 -4.728  0.00
H4 2.109 1.059 -2.059  -0.03
H5 1.142 4.807 2.231  0.00
C2 0.989 0.981 1.809  0.04
C3 2.952 -3.041 -0.463  0.01
H6 1.313 -5.944 0.292  0.00
O1 0.238 -1.617 -2.478  0.31
C4 0.465 1.819 0.767  -0.04
C5 3.460 -5.797 0.020  0.05
H7 5.194 -2.038 -2.726  0.00
N1 0.973 -0.366 1.614  0.07
H8 -2.347 -1.805 6.930  0.00
H9 2.852 1.665 -0.578  0.00
H10 -3.999 -2.619 -6.342  0.00
Si1 3.870 -0.551 -1.172  -0.02
Br1 -1.388 -2.921 2.236  0.00
C6 -0.664 -1.046 -5.142  0.00
H11 -3.278 6.093 -1.328  0.00
C7 -2.482 -1.215 0.229  0.03
C8 1.581 2.940 3.144  0.01
C9 -4.109 4.574 -0.069  0.00
C10 -2.469 -1.203 4.880  0.00
H12 -3.173 -3.026 -4.051  0.00
H13 2.464 -1.411 4.420  0.00
H14 5.429 -0.319 -3.057  0.00
H15 -1.467 1.796 3.668  0.00
C11 -2.117 4.298 -1.420  0.00
H16 5.517 -5.278 -0.288  0.00
C12 2.070 0.643 3.938  0.01
H17 -2.931 -2.126 4.557  0.00
C13 2.162 -5.309 0.074  -0.03
H18 0.693 -0.743 -3.885  -0.02
H19 2.493 1.049 4.850  0.00
C14 4.497 -4.918 -0.254  -0.03
C15 -2.526 -0.330 2.516  0.01
C16 -1.132 -0.817 -6.437  0.00
C17 1.104 3.729 2.140  0.00
C18 4.692 -1.072 -2.767  0.02
H20 -5.152 6.450 0.080  0.00
H21 -4.676 2.854 1.085  0.00
H22 -3.023 0.526 2.073  0.00
C19 -5.255 5.419 0.413  0.00
H23 -2.442 -0.788 -2.229  0.00
C20 -3.177 5.075 -0.971  0.00
C21 5.115 -0.285 0.206  0.01
H24 -5.314 5.417 1.502  0.00
H25 -2.667 -1.179 -7.872  0.00
N2 -2.068 -1.690 -1.951  0.01
C22 1.953 -3.973 -0.158  0.01
N3 -0.094 1.153 -0.324  0.13
O2 0.292 2.892 -2.139  0.01
C23 -1.551 0.166 6.634  0.00
C24 -2.211 -0.198 3.951  0.00
O3 -1.281 1.008 -2.453  0.00
C25 -2.916 2.476 -0.071  0.00
C26 3.037 1.087 -1.486  0.05
C27 -1.413 -1.839 -4.265  0.01
C28 1.547 1.535 2.976  0.00
C29 -1.992 2.998 -0.962  0.01
C30 -2.204 -1.307 1.671  0.01
C31 -1.309 1.178 5.716  0.00
H26 5.878 -1.063 0.270  0.00
F1 0.674 -3.505 -0.052  0.02
H27 -0.862 2.110 6.037  0.00
H28 5.087 -2.919 -0.689  0.01
O4 0.519 -0.486 -4.813  0.00
H29 5.628 0.671 0.069  0.00
C32 2.058 -0.702 3.713  -0.01
C33 0.567 3.182 0.955  0.01
C34 -2.322 -1.371 -6.864  0.00
Ru1 0.669 -0.983 -0.586  3.91
C35 -2.141 -1.020 6.215  0.00
C36 1.505 -1.166 2.506  0.02
H30 -0.942 -3.237 -2.708  0.02
H31 3.654 -6.846 0.196  0.00
S1 -0.677 1.985 -1.583  -0.01
N4 2.640 -1.708 -0.679  0.32
H32 2.003 3.359 4.048  0.00
H33 -6.206 5.038 0.034  0.00
C37 4.251 -3.574 -0.485  0.06
H34 -1.384 4.696 -2.108  0.00
H35 1.510 -2.225 2.276  0.00
H36 -3.388 -0.683 -0.066  -0.01
H37 -2.791 1.459 0.266  0.00
H38 4.597 -0.244 1.169  0.00
H39 3.726 1.672 -2.103  0.00
C38 -3.070 -2.174 -6.010  0.00
C39 -3.962 3.261 0.377  0.00
C40 -0.999 -2.147 -2.838  -0.02
C41 -1.648 1.001 4.384  0.00
H40 0.256 3.865 0.182  0.00
N5 -1.717 -1.751 -0.641  0.03

Values from the calculation:
ΔE to the lowest compared entry with this formula, charge and spin ... 0.3 kJ/mol
HOMO level (alpha / beta) ... -7.686 / -7.718 eV
2S+1 ... 6
Total charge ... 0